Entry 1:
Computed, not measured: C11H18N2 in the gas phase, with ωB97M-V with the def2-TZVPD basis set.

Each line ends with the Löwdin charge.
Positions of all 31 atoms, in Å:
C -0.34212 -1.13304 3.01308  -0.102
N -0.68735 -1.83047 1.79183  -0.226
C -1.00578 -3.22559 2.03843  -0.086
C 0.26058 -1.66347 0.73583  -0.300
C 1.51748 -1.39932 0.96922  -0.141
N 2.71042 -1.27861 1.19046  0.164
C -0.28400 -1.72346 -0.67574  -0.144
C 0.14408 -0.51874 -1.52696  -0.200
C -0.47903 0.78449 -1.02800  -0.151
C 0.09253 2.00326 -1.66447  -0.255
C 0.93281 2.28529 -2.65988  -0.043
C 0.87404 3.77252 -2.44199  -0.171
C -0.10973 3.45220 -1.28777  -0.135
H -1.19231 -1.19444 3.69158  0.083
H 0.53988 -1.54621 3.52329  0.086
H -0.15151 -0.08543 2.78071  0.086
H -1.85685 -3.28421 2.71747  0.084
H -1.27341 -3.70710 1.09979  0.083
H -0.16210 -3.77153 2.48802  0.092
H 3.11631 -0.35991 1.34264  0.069
H -1.37264 -1.74958 -0.59994  0.117
H 0.04875 -2.63960 -1.17376  0.113
H 1.23262 -0.42907 -1.49939  0.110
H -0.15364 -0.69251 -2.56203  0.116
H -1.56063 0.76045 -1.19662  0.127
H -0.33414 0.85964 0.05549  0.117
H 1.46730 1.70118 -3.38555  0.097
H 0.45166 4.34781 -3.26753  0.099
H 1.80798 4.23516 -2.12500  0.098
H 0.23475 3.73258 -0.29289  0.106
H -1.12195 3.82546 -1.43089  0.106

Cartesian forces (eV/Å) of the 6 atoms listed first:
C -0.1 0.0 0.0
N 0.1 0.2 0.2
C 0.0 0.0 0.0
C -0.6 0.0 -0.4
C 0.1 0.1 0.2
N 0.6 -0.3 0.1

## Properties
Frontier orbital gap (eV): 8.745
F_max (eV Å⁻¹): 0.7
Energy relative to the best compared isomer or geometry (same formula, charge and spin) (kJ/mol): 246.6
Charge: 0
SMILES: CN(C)C(=C=N)CCCC1=CCC1

---

Entry 2:
Computed, not measured: 2 unconnected molecules or ions with the total composition CH6N2O in a non-equilibrium geometry, with ωB97M-V with the def2-TZVPD basis set.

Each line ends with the Löwdin spin population.
Positions of all 10 atoms, in Å:
N -0.18233 1.58576 1.34182  0.201
C 0.04419 0.57502 0.45304  0.350
N -0.84805 -0.06646 -0.21380  0.025
H -1.07529 1.59648 1.74200  0.095
H 0.56208 1.79072 2.04975  0.189
H 1.14221 0.38266 0.45135  0.069
H -1.70015 0.28376 0.21071  0.023
H 1.50141 -2.04269 -1.90726  0.015
H -0.07693 -1.75751 -1.87039  0.004
O 0.63285 -2.34775 -2.25722  0.029

Cartesian forces (eV/Å) of the 6 atoms listed first:
N 1.6 0.0 0.0
C 1.2 0.1 0.8
N 0.8 0.0 0.4
H -1.6 0.3 0.7
H -0.3 -0.2 -0.6
H -0.9 -0.2 -0.8

## Properties
Frontier orbital gap (alpha / beta) (eV): 3.286 / 9.817
F_max (eV Å⁻¹): 1.8
Energy relative to the best compared isomer or geometry (same formula, charge and spin) (kJ/mol): 37.7
Charge: -1
Spin multiplicity: 2